ORCA calculation (wB97M-V/def2-TZVPD) on a structure of composition C48H115AsF6N5O24 at a distorted geometry.

Its spin multiplicity is 2. The largest force on an atom comes out at 4.403 eV/Å. The orbital gap (alpha / beta) comes out at 0.032 / 0.305 Eh. Its LUMO energy (alpha / beta) is 3.16 / 3.12 eV. Its charge is -2. The value obtained for the total energy is -6812.1916 Ha.

```
199
C48H115AsF6N5O24, DFT wB97M-V/def2-TZVPD
As -0.889 -0.447 -0.890
F -1.795 0.285 0.513
F 0.736 -0.287 -0.094
F -0.084 -1.091 -2.377
F -2.446 -0.782 -1.644
F -0.710 1.218 -1.551
F -0.998 -2.052 -0.174
C -0.624 -0.104 -5.412
C -0.944 1.232 -4.602
O -1.641 2.224 -5.364
C -0.980 2.989 -6.254
O 0.226 3.092 -6.264
O -1.801 3.618 -6.994
C -1.352 4.493 -8.006
H -1.562 -0.632 -5.588
H 0.040 -0.802 -4.902
H -0.197 0.142 -6.384
H 0.017 1.566 -4.211
H -1.472 0.963 -3.687
H -2.204 4.747 -8.637
H -0.628 4.059 -8.696
H -0.989 5.455 -7.646
C -3.678 2.542 -2.727
C -3.595 2.757 -1.191
O -4.505 3.743 -0.780
C -4.066 4.943 -0.444
O -2.914 5.305 -0.497
O -5.040 5.712 0.096
C -6.337 5.214 0.400
H -3.227 1.578 -2.963
H -3.179 3.334 -3.285
H -4.676 2.456 -3.157
H -2.577 2.821 -0.807
H -3.987 1.807 -0.830
H -7.013 4.896 -0.394
H -6.831 6.088 0.825
H -6.177 4.409 1.117
C -2.760 2.551 7.445
C -3.023 1.993 6.009
O -3.683 3.064 5.371
C -4.033 3.039 4.045
O -4.573 3.984 3.494
O -3.776 1.823 3.504
C -4.086 1.493 2.158
H -1.993 3.326 7.418
H -2.422 1.719 8.062
H -3.672 2.950 7.889
H -3.640 1.098 6.080
H -2.101 1.638 5.550
H -4.381 0.464 1.951
H -3.212 1.779 1.573
H -4.887 2.137 1.795
C -5.175 -1.706 -0.894
C -6.521 -2.361 -0.417
O -7.107 -1.605 0.578
C -8.137 -1.926 1.326
O -8.770 -1.139 2.044
O -8.438 -3.260 1.112
C -9.492 -3.853 1.860
H -4.470 -1.629 -0.066
H -5.352 -0.681 -1.218
H -4.665 -2.249 -1.690
H -6.354 -3.401 -0.137
H -7.142 -2.420 -1.311
H -9.296 -4.041 2.915
H -9.811 -4.745 1.321
H -10.333 -3.166 1.949
C -5.308 -5.306 -3.531
O -4.406 -4.839 -2.506
C -3.392 -5.731 -2.020
C -2.571 -4.990 -0.911
N -3.373 -5.016 0.326
C -2.843 -4.112 1.303
C -3.762 -4.175 2.561
O -5.121 -3.987 2.347
C -6.075 -4.150 3.402
H -6.210 -4.696 -3.588
H -5.584 -6.329 -3.272
H -4.801 -5.268 -4.495
H -2.797 -6.175 -2.818
H -3.812 -6.659 -1.630
H -2.278 -4.045 -1.369
H -1.617 -5.509 -0.822
H -4.288 -4.669 0.077
H -2.732 -3.103 0.907
H -1.820 -4.375 1.571
H -3.403 -3.521 3.356
H -3.687 -5.216 2.875
H -5.792 -4.988 4.039
H -6.984 -4.344 2.832
H -6.206 -3.268 4.029
C 7.706 8.780 -5.638
O 7.560 7.364 -5.431
C 6.221 6.825 -5.377
C 6.261 5.325 -5.157
N 4.937 4.695 -5.069
C 4.216 5.183 -3.896
C 3.037 4.176 -3.704
O 3.558 2.894 -3.261
C 2.540 1.971 -3.150
H 7.341 9.393 -4.815
H 7.161 9.016 -6.552
H 8.721 9.002 -5.970
H 5.639 6.890 -6.297
H 5.626 7.346 -4.626
H 6.916 5.105 -4.315
H 6.698 4.990 -6.098
H 5.108 3.705 -4.967
H 3.799 6.163 -4.130
H 4.918 5.201 -3.062
H 2.475 4.091 -4.634
H 2.330 4.560 -2.968
H 1.667 2.227 -2.551
H 2.902 1.068 -2.657
H 2.130 1.806 -4.146
C 5.088 2.115 0.351
O 5.091 0.916 1.072
C 4.398 -0.174 0.422
C 5.085 -0.755 -0.878
N 6.316 -1.499 -0.579
C 6.962 -2.100 -1.770
C 8.367 -2.552 -1.262
O 9.126 -3.190 -2.280
C 8.800 -4.559 -2.529
H 4.093 2.554 0.282
H 5.427 1.990 -0.677
H 5.806 2.806 0.792
H 3.384 0.173 0.226
H 4.266 -0.987 1.136
H 5.269 0.113 -1.512
H 4.369 -1.350 -1.445
H 6.866 -0.701 -0.293
H 7.104 -1.422 -2.612
H 6.280 -2.879 -2.111
H 8.392 -3.091 -0.315
H 8.930 -1.651 -1.017
H 7.796 -4.681 -2.937
H 8.853 -5.161 -1.622
H 9.405 -5.036 -3.301
C 2.160 -2.626 1.574
O 2.597 -3.989 1.843
C 1.652 -5.005 1.307
C 1.947 -6.328 2.022
N 1.839 -6.228 3.538
C 0.445 -6.456 3.963
C 0.443 -6.249 5.484
O 0.552 -4.861 5.781
C 0.606 -4.669 7.218
H 1.121 -2.510 1.883
H 2.264 -2.467 0.501
H 2.700 -1.887 2.166
H 1.721 -5.152 0.229
H 0.595 -4.799 1.479
H 2.978 -6.652 1.880
H 1.300 -7.136 1.680
H 1.912 -5.224 3.618
H 0.168 -7.480 3.711
H -0.268 -5.779 3.493
H 1.206 -6.866 5.959
H -0.558 -6.524 5.816
H 0.053 -5.410 7.794
H 0.213 -3.691 7.496
H 1.651 -4.813 7.495
C 5.150 1.989 5.884
O 3.845 1.610 5.571
C 3.856 1.136 4.240
C 2.409 0.799 3.892
N 1.759 2.011 3.511
C 0.428 1.784 2.990
C -0.302 3.138 2.826
O -0.378 3.900 4.076
C -0.998 5.157 3.914
H 5.593 2.757 5.249
H 5.912 1.220 5.755
H 5.210 2.373 6.902
H 4.468 0.235 4.285
H 4.229 1.840 3.496
H 1.977 0.268 4.740
H 2.376 0.100 3.057
H 1.658 2.592 4.331
H -0.057 1.123 3.708
H 0.470 1.309 2.009
H -1.333 2.961 2.521
H 0.248 3.693 2.066
H -1.926 5.080 3.348
H -0.375 5.884 3.392
H -1.351 5.569 4.860
C 0.022 -4.340 -3.020
O 1.026 -4.532 -4.042
H -0.649 -3.492 -3.157
H -0.548 -5.269 -3.014
H 0.509 -4.218 -2.053
H 1.602 -5.283 -3.878
C 0.489 4.285 -0.527
O -0.236 5.401 -0.135
H 0.651 4.143 -1.595
H 1.466 4.291 -0.045
H -0.049 3.412 -0.156
H -1.131 5.323 -0.474
```

Here are the Mulliken charges for atoms 1 to 6, given in e: number 1, As, carries 2.142; number 2, F, carries -0.365; number 3, F, carries -0.473; number 4, F, carries -0.573; number 5, F, carries -0.591; number 6, F, carries -0.257